Version P
A cluster of 2 separate species, C5H14 in total, computed with ωB97M-V/def2-TZVPD.

Geometry as ORCA input:
```
! wB97M-V def2-TZVPD RIJCOSX def2/J DEFGRID3
* xyz 0 1
H 0.13035 -1.67121 0.86462
H 0.12583 -0.53622 -0.57750
H -1.84898 0.81312 -0.97910
H 1.67159 -0.14608 -2.58610
H 1.28003 -1.24888 2.04187
C -0.96447 1.22679 -1.49974
H 0.31430 0.89346 0.03741
H -1.02156 0.83822 -2.55911
H -1.75470 -0.84151 1.52040
C -1.00248 -0.62435 2.24023
H 1.26771 1.53556 -2.56242
C 0.21573 -1.56336 1.96673
H -0.78683 2.28352 -1.63521
C 1.47068 0.66427 -1.89321
C 0.32481 0.44897 -0.96886
H -1.31909 -0.89513 3.31882
H 0.05853 -2.50647 2.50974
H 2.49623 0.86635 -1.47732
H -0.65766 0.46295 2.23876
*
```

Frontier orbital gap   11.6104 eV
HOMO   -10.5 eV

These are the natural (NBO) partial charges, in e, on atoms 1 to 5: atom 1 (H): 0.195, atom 2 (H): 0.206, atom 3 (H): 0.214, atom 4 (H): 0.213, atom 5 (H): 0.214

=====

Version Q
A cluster of 2 separate species, C5H14 in total, computed with ωB97M-V/def2-TZVPD.

Geometry as ORCA input:
```
! wB97M-V def2-TZVPD RIJCOSX def2/J DEFGRID3
* xyz 0 1
C -2.29984 -1.00707 1.28145
C 2.00288 0.30665 -0.67030
H -3.10895 -1.48243 1.84018
H 1.40796 2.37707 -0.74346
H 1.59632 -0.64512 -1.01060
H -2.10179 0.00034 1.63550
H -2.22116 -2.02242 -0.64768
H 2.36425 -0.41247 1.34527
H 2.05555 1.74593 -2.26898
H -1.77715 -0.37596 -0.71241
C 1.77960 0.36341 0.84115
H 1.96866 1.34985 1.26268
H 0.44780 1.35834 -1.85153
C 1.43682 1.51987 -1.40691
H 3.08784 0.27137 -0.82573
H -1.43012 -1.59375 1.59346
C -2.49468 -1.05701 -0.23413
H -3.48423 -0.73436 -0.52713
H 0.77025 0.03775 1.09918
*
```

Frontier orbital gap   12.3738 eV
HOMO   -11.3 eV

These are the natural (NBO) partial charges, in e, on atoms 1 to 5: atom 1 (C): -0.611, atom 2 (C): -0.399, atom 3 (H): 0.204, atom 4 (H): 0.203, atom 5 (H): 0.200

=====

Version R
A cluster of 2 separate species, C5H14 in total, computed with ωB97M-V/def2-TZVPD.

Geometry as ORCA input:
```
! wB97M-V def2-TZVPD RIJCOSX def2/J DEFGRID3
* xyz 0 1
H -0.68399 0.27461 -0.88926
H -3.25760 0.22576 -0.94006
H -2.22910 -1.61447 1.01442
H -0.57622 -1.74329 1.01543
C -2.65598 0.81346 -0.23225
H -3.27276 0.97376 0.64803
H -2.51744 1.76322 -0.74779
H 3.57084 0.38877 -1.10938
H 1.52368 -0.76403 -0.61461
H 1.37091 -0.16956 0.96906
H 3.54818 1.29261 0.38953
C -1.36874 -1.30213 0.40144
C 2.90929 0.84778 -0.37580
C 2.12481 -0.34789 0.19286
H 2.80024 -1.00472 0.72978
H -1.42619 -2.06684 -0.38860
H 2.29483 1.62604 -0.81464
C -1.33427 0.12843 -0.02633
H -0.82051 0.67849 0.77819
*
```

Frontier orbital gap   12.2017 eV
HOMO   -11.1 eV

These are the natural (NBO) partial charges, in e, on atoms 1 to 5: atom 1 (H): 0.203, atom 2 (H): 0.197, atom 3 (H): 0.208, atom 4 (H): 0.216, atom 5 (C): -0.599

=====

Version S
A cluster of 2 separate species, C5H14 in total, computed with ωB97M-V/def2-TZVPD.

Geometry as ORCA input:
```
! wB97M-V def2-TZVPD RIJCOSX def2/J DEFGRID3
* xyz 0 1
H 0.61826 -2.30652 0.76038
C 0.36711 1.45316 -0.88209
H 0.40446 0.43474 -0.46219
C 0.11265 1.52366 1.70918
H -0.69376 0.87518 1.97919
H 1.06041 1.01331 1.78445
H -1.36971 -3.16815 -0.06420
H 0.99766 -1.33026 -0.66834
C 0.52855 -2.22370 -0.31700
H -1.23257 2.15649 0.21848
C -0.12650 2.21378 0.31144
H -1.39628 -1.48165 -0.67566
H 0.16832 3.27768 0.26072
H 1.17229 -2.93870 -0.77934
H -0.93562 -2.81652 -1.84909
H 1.35513 1.94924 -1.29907
H -0.33902 1.48786 -1.76898
H 0.19756 2.29813 2.41953
C -0.88895 -2.41771 -0.67739
*
```

Frontier orbital gap   12.0019 eV
HOMO   -10.9 eV

These are the natural (NBO) partial charges, in e, on atoms 1 to 5: atom 1 (H): 0.201, atom 2 (C): -0.618, atom 3 (H): 0.210, atom 4 (C): -0.612, atom 5 (H): 0.205

=====

Quick one: most stable of them? version Q

=====

Version P
A cluster of 2 separate species, C5H14 in total, computed with ωB97M-V/def2-TZVPD.

Geometry as ORCA input:
```
! wB97M-V def2-TZVPD RIJCOSX def2/J DEFGRID3
* xyz 0 1
H 0.05000 -2.73382 2.22242
H 1.67823 1.06509 -1.03163
H 0.20241 1.43952 -2.16209
H -0.67963 -3.72899 1.02547
H 0.61126 -2.11045 -0.82195
C 0.12265 2.08165 -0.00947
H 0.24759 0.17707 -0.93127
H -1.83471 1.91101 -0.78883
H -1.69415 3.60390 -0.70740
H 0.24819 1.34304 0.86661
H 1.40437 -3.45956 -0.08728
C -1.27968 2.68597 -0.23821
C 0.92840 -2.53590 0.14654
C -0.20679 -2.75909 1.14680
H -1.59280 2.67174 0.80939
H -1.08213 -2.09566 0.89122
H 1.56093 -1.74062 0.57712
H 0.71048 2.99976 0.25518
C 0.60534 1.18535 -1.16260
*
```

Frontier orbital gap   11.4223 eV
HOMO   -10.4 eV

These are the natural (NBO) partial charges, in e, on atoms 1 to 5: atom 1 (H): 0.210, atom 2 (H): 0.213, atom 3 (H): 0.209, atom 4 (H): 0.202, atom 5 (H): 0.205

=====

Version Q
A cluster of 2 separate species, C5H14 in total, computed with ωB97M-V/def2-TZVPD.

Geometry as ORCA input:
```
! wB97M-V def2-TZVPD RIJCOSX def2/J DEFGRID3
* xyz 0 1
C 1.05757 0.87090 -0.50594
H 0.20807 1.17317 0.17593
H 1.96360 0.58656 0.06438
H 2.46863 -0.08949 -2.45679
H 1.47813 -1.67418 -2.79654
H 0.81112 0.06645 -3.24117
H -0.80473 -1.14938 1.24219
H 1.29938 1.73723 -1.11641
H -0.33130 -0.57973 -1.26265
C 1.43562 -0.60274 -2.60992
H -2.91296 -0.14784 1.83016
H -2.37334 1.21628 2.65661
H -1.02113 -0.89886 3.03110
H -2.19030 0.94619 0.95155
H 0.07484 0.12573 2.01665
C -0.90347 -0.33863 2.05262
C 0.72811 -0.38120 -1.21326
H 1.09388 -1.34558 -0.67069
C -2.08172 0.48512 1.85216
*
```

Frontier orbital gap   11.7147 eV
HOMO   -10.6 eV

These are the natural (NBO) partial charges, in e, on atoms 1 to 5: atom 1 (C): -0.631, atom 2 (H): 0.215, atom 3 (H): 0.212, atom 4 (H): 0.199, atom 5 (H): 0.216

=====

Quick one: most stable of them? version Q